Entry 1:
ORCA calculation (ωB97M-V/def2-TZVPD) on a molecular structure, C19H21AuN4O.

```
46
Properties=species:S:1:pos:R:3:forces:R:3
Au -0.5792 0.2865 0.0064 0.43 0.35 0.00
C -1.5796 4.3645 -0.0059 -0.15 0.03 0.00
C -1.5528 2.8806 -0.0024 -0.21 0.32 0.00
N -0.4487 2.2178 0.0014 0.27 -0.18 0.00
N 0.7973 2.7321 0.0028 0.24 -0.19 0.00
C 1.7098 1.7803 0.0077 -0.41 0.23 -0.01
O 1.3846 0.4847 0.0104 -0.07 -0.10 0.00
C 3.1153 2.1145 0.0095 0.18 -0.11 0.00
C 3.5108 3.4557 0.0071 -0.01 0.09 0.00
C 4.8544 3.7684 0.0092 0.01 0.07 0.00
C 5.8039 2.7543 0.0135 0.03 -0.02 0.00
C 5.4161 1.4194 0.0157 0.02 -0.01 0.00
C 4.0747 1.0951 0.0137 -0.09 -0.03 0.00
C -2.7581 2.0336 -0.0034 -0.13 0.06 0.00
C -4.0378 2.5312 -0.0071 -0.05 0.25 0.00
C -5.1172 1.6528 -0.0085 -0.08 -0.04 0.00
C -4.8875 0.2895 -0.0065 -0.06 0.06 0.00
C -3.5808 -0.1640 -0.0026 0.12 -0.04 0.00
N -2.5543 0.6871 -0.0007 -0.20 -0.14 0.00
H -0.5699 4.7578 -0.0053 0.04 0.01 0.00
H -2.1106 4.7356 0.8741 0.01 -0.04 0.01
H -2.1081 4.7316 -0.8890 0.01 -0.04 -0.01
H 2.7644 4.2375 0.0037 0.02 0.00 0.00
H 5.1699 4.8026 0.0074 -0.02 0.00 0.00
H 6.8558 3.0073 0.0151 0.00 -0.01 0.00
H 6.1646 0.6394 0.0189 -0.01 -0.01 0.00
H 3.7545 0.0628 0.0152 0.05 0.00 0.00
H -4.1842 3.6026 -0.0091 -0.07 -0.02 0.00
H -6.1297 2.0348 -0.0114 0.02 0.02 0.00
H -5.7020 -0.4205 -0.0079 0.02 -0.01 0.00
H -3.3393 -1.2175 -0.0013 0.01 0.01 0.00
C 1.0335 -4.6157 -0.7100 -0.02 0.09 0.01
C -0.2994 -4.3034 -0.0037 -0.04 -0.19 0.00
C -1.4865 -4.9190 -0.7694 0.02 0.06 0.02
C -0.2748 -4.7847 1.4600 0.00 0.07 -0.03
C -0.4725 -2.8503 0.0042 0.07 0.01 0.00
N -0.5991 -1.7114 0.0102 0.02 -0.46 0.00
H 1.1584 -5.6974 -0.7134 0.00 0.00 0.00
H 1.8774 -4.1731 -0.1816 0.00 -0.01 0.00
H 1.0316 -4.2656 -1.7418 0.00 -0.01 0.01
H -1.3458 -5.9988 -0.7860 0.00 0.00 0.00
H -1.5270 -4.5638 -1.7989 0.00 -0.01 0.01
H -2.4347 -4.7084 -0.2744 0.01 -0.01 0.00
H -0.1463 -5.8661 1.4491 0.00 0.00 0.00
H -1.2076 -4.5550 1.9746 0.01 -0.01 -0.01
H 0.5564 -4.3453 2.0105 0.00 -0.01 0.00
```
Positions in Å, forces in eV/Å.

Output
HOMO (spin up / spin down) in hartree: -0.5270 / -0.5270
Charge: +2
F_max in eV/A: 0.55

Let us look at the Mulliken charges, expressed in e, one per atom: 1.334 -1.406 1.426 0.504 -1.152 0.372 -0.699 0.734 -0.275 -0.730 -0.371 -0.680 -0.408 0.315 -0.500 -0.431 -0.787 0.151 -0.658 0.332 0.393 0.393 0.437 0.413 0.411 0.420 0.450 0.430 0.456 0.441 0.354 -1.538 1.926 -1.569 -1.548 0.010 -0.602 0.407 0.398 0.406 0.420 0.411 0.391 0.406 0.402 0.416

***

Entry 2:
ORCA calculation (ωB97M-V/def2-TZVPD) on 2 unconnected molecules or ions with the total composition C4H11N3O2 at a distorted geometry.

```
20
Properties=species:S:1:pos:R:3:forces:R:3
H 3.2878 -0.7802 0.5996 -0.05 0.24 -0.49
N 2.5135 -0.3315 1.0638 -0.50 -0.12 1.19
C 1.8531 0.5327 0.4094 -0.15 -0.44 -0.28
N 2.2888 1.0439 -0.8014 0.84 0.93 0.12
N 0.6548 1.0591 0.8828 0.24 -0.43 0.10
C 0.0730 0.4248 2.0782 0.58 0.46 -0.61
H 3.2897 1.1058 -0.8136 0.06 -0.15 -0.53
H 1.8182 1.0994 -1.6833 -0.50 -0.11 0.26
H 0.6026 2.0631 0.8320 0.03 -0.02 -0.10
H -0.3853 -0.4970 1.7191 -0.24 0.07 0.55
H -0.6135 1.1416 2.5285 -0.31 -0.30 -0.13
H 0.8446 0.1924 2.8110 0.01 -0.10 -0.01
C -2.2256 -0.5094 -1.8882 1.58 0.07 0.41
C -1.4103 -1.2792 -0.7621 -2.51 2.11 -2.91
O -0.2532 -1.4539 -0.9258 0.77 -0.96 1.18
O -2.1923 -1.6297 0.2713 1.18 -0.86 1.02
H -1.5016 0.0895 -2.4585 -0.02 -0.27 0.27
H -2.8933 0.2246 -1.4504 -0.60 -0.25 -0.04
H -2.6563 -1.1862 -2.6275 -0.41 -0.04 0.43
H -3.0945 -1.3101 0.2151 0.00 0.18 -0.44
```
Positions in Å, forces in eV/Å.

Output
HOMO in hartree: -0.3158
F_max in eV/A: 4.38
SMILES string: [H]/N=C(\N)NC.CC(=O)O
Energy above the lowest of the compared OMol25 structures with the same formula, charge and spin in kcal/mol: 31.6

Let us look at the Mulliken charges, expressed in e, one per atom: 0.231 -0.716 0.594 -0.467 -0.263 -0.820 0.196 0.176 0.258 0.193 0.331 0.299 -1.134 0.754 -0.485 -0.455 0.258 0.401 0.320 0.328